A 10-piece molecular cluster, C12H44N6O10 overall, computed with ωB97M-V/def2-TZVPD.

XYZ file:
```
72
Properties=species:S:1:pos:R:3:forces:R:3:mulliken_charge:R:1
N -3.4104 -4.4101 -0.3860 -1.1828 -3.5830 -2.0118 -0.338
C -3.2130 -3.5882 0.6207 -0.8777 0.2102 -1.0731 0.827
N -2.3561 -2.7085 0.2247 3.0677 3.2334 -0.1793 0.114
O -3.8488 -3.5439 1.6353 -1.4651 -0.0806 2.8121 -0.783
H -4.1374 -5.1107 -0.3564 0.4540 0.0360 0.0054 0.190
H -2.7163 -4.3773 -1.1190 -0.6201 -0.4520 -0.0988 0.158
H -1.9349 -2.7970 -0.6890 0.0506 0.3094 0.3571 0.112
H -2.2990 -1.8450 0.7455 0.6649 0.0700 0.0471 -0.014
N 3.5115 3.8801 3.7722 2.3646 2.3500 0.2459 -0.434
C 3.2102 2.8223 3.0468 -0.2672 -1.3194 -2.5594 0.750
N 2.0853 2.2909 3.4928 -1.6239 -1.0268 0.6123 -0.366
O 3.7687 2.4161 2.0201 0.3324 0.6262 1.0125 -0.670
H 3.0127 4.1515 4.6075 0.5065 0.1198 -0.3988 0.167
H 4.2846 4.3922 3.3721 -0.1458 0.4227 0.7192 0.252
H 1.7417 2.7590 4.3192 -0.6908 -1.1875 -0.1396 0.119
H 1.8173 1.4042 3.0903 -0.5652 -0.1928 0.3547 0.168
N -3.1273 1.2847 2.3978 1.1700 3.2223 -0.3183 -0.406
C -2.9498 -0.0074 2.1942 -0.3517 1.8081 0.4552 0.676
N -3.9053 -0.7142 2.6541 -3.1060 -2.3337 1.7935 -0.318
O -1.9751 -0.4100 1.6253 2.8882 -1.1671 -1.7136 -0.903
H -2.3863 1.8052 1.9505 -0.1954 0.7442 0.3531 0.169
H -3.8724 1.7775 2.8690 0.1652 -0.4551 -0.2734 0.175
H -4.4745 -0.1899 3.3030 -0.4840 -1.0417 -0.1555 0.150
H -3.9164 -1.7170 2.5337 -0.2086 -0.4612 0.1896 0.237
C -3.3758 -0.3443 -2.9676 0.8653 0.8218 0.4285 -0.848
C -2.8923 1.0589 -2.3699 -0.2358 -2.3017 -0.3331 0.082
C -1.7431 0.8568 -1.3798 -0.6877 -0.1918 -0.8479 0.321
O -2.5450 2.0156 -3.3359 -0.4158 0.3868 -0.4104 -0.559
H -2.5790 -1.0167 -3.2857 0.5844 0.4652 -0.2948 -0.150
H -4.0327 -0.2136 -3.8276 -0.3030 -0.0032 0.3084 0.401
H -3.7863 -0.9496 -2.1594 -0.7080 0.2932 0.0083 0.359
H -3.7828 1.4414 -1.8711 0.1226 0.2805 0.1001 0.309
H -1.9089 -0.0335 -0.7732 -0.2152 0.4795 0.5174 -0.320
H -1.6411 1.8147 -0.8697 0.4818 -0.4419 0.4209 -0.002
H -0.8518 0.6033 -1.9538 0.2567 0.3906 -0.0893 0.160
H -1.8883 1.6712 -3.9455 0.1428 -0.1696 0.1158 0.339
C 1.3700 2.4347 -1.1258 0.8585 -0.0660 2.3110 -0.131
O 0.3989 3.4250 -1.1556 -0.8899 1.3309 -1.6771 -0.613
H 1.8202 2.1745 -2.0838 -0.8366 -0.0045 -0.2359 0.250
H 2.2064 2.7955 -0.5272 0.4955 0.0570 0.0615 0.266
H 1.0023 1.6113 -0.5135 0.0706 -0.6817 -0.6127 -0.036
H -0.0595 3.5861 -0.3276 0.3733 -0.6706 0.2433 0.278
C -0.3911 -2.8230 -3.1860 1.2273 -0.2938 -1.1031 -0.825
O -0.8415 -3.7508 -2.2054 -0.5203 0.8533 0.3588 -0.536
H 0.0219 -1.8965 -2.7870 -0.2950 -0.2278 0.8607 0.216
H 0.4501 -3.2481 -3.7335 0.1382 -0.1780 -0.0314 0.409
H -1.0773 -2.4981 -3.9681 -0.7278 -0.4365 0.3037 0.330
H -0.8218 -4.6666 -2.4927 0.2579 0.1907 -0.4738 0.265
C 4.9915 0.6542 -1.8030 0.1185 0.1576 1.5670 -0.537
O 4.5322 -0.5062 -1.0533 0.2000 0.0719 -1.0851 -0.469
H 4.4012 0.8285 -2.7026 -0.1183 -0.2926 0.2732 0.236
H 4.9250 1.4864 -1.1023 -0.4290 0.4436 -0.3642 0.158
H 6.0537 0.6503 -2.0480 0.0716 -0.6868 -0.2621 0.285
H 4.7762 -0.3901 -0.1321 0.0834 0.2234 -0.0097 0.285
C 3.0170 -4.2980 -0.7744 0.3509 -0.1978 -0.7498 -0.311
O 4.3786 -4.0060 -1.1414 -1.0630 0.0432 0.2420 -0.517
H 2.8054 -5.3388 -1.0197 0.2762 -0.1682 0.6345 0.294
H 2.8537 -4.0148 0.2655 -0.2677 -0.4077 0.0590 0.229
H 2.3088 -3.7738 -1.4160 -0.0440 0.4942 0.0299 0.019
H 4.3780 -3.0530 -1.0257 0.7406 0.3943 -0.2684 0.307
C -0.2287 4.3491 2.1821 -0.2388 1.3211 -0.7805 -0.779
O -0.6407 3.0702 1.8501 -0.2626 -1.2758 -0.0889 -0.274
H 0.5461 4.7145 1.5080 0.6829 -0.1769 0.2103 0.271
H -1.0634 4.9855 1.8882 -0.1855 0.3122 0.7778 0.341
H 0.0796 4.4287 3.2245 -0.1710 0.3325 -0.0311 0.216
H -0.0481 2.4615 2.2974 0.2947 -0.4611 -0.2784 0.256
C 1.2796 -0.7955 0.8183 -0.5270 -0.2891 -0.1375 -0.497
O 0.7045 0.1096 1.7561 1.2251 0.3005 0.0135 -0.381
H 0.6624 -0.8121 -0.0799 0.0134 -0.0101 -0.2364 0.166
H 2.2934 -0.5397 0.5103 -0.0780 0.3984 0.3310 0.058
H 1.2801 -1.8114 1.2135 0.0878 -0.1222 0.1305 0.278
H -0.2465 -0.0112 1.7052 -0.6796 -0.1389 0.0585 0.371
```
Forces are in eV/Å.

Calculated values
strongest force on any atom = 4.461 eV/Å
structure (SMILES) = NC(N)=O.NC(N)=O.NC(N)=O.CC(C)O.CO.CO.CO.CO.CO.CO
LUMO level = 0.01394 hartree

---

A 7-piece molecular cluster, C14H20B2N2O28S3 overall, computed with ωB97M-V/def2-TZVPD.

XYZ file:
```
69
Properties=species:S:1:pos:R:3:forces:R:3:mulliken_charge:R:1
N 1.0404 -3.4473 -0.0666 -0.4051 0.2365 0.2214 -0.182
H 0.4505 -3.4297 -0.8862 -0.3598 0.1925 -0.4374 0.348
H 1.1793 -4.3971 0.2476 0.6636 -0.1955 0.1229 0.404
H 0.6062 -2.9282 0.6832 -0.4940 0.3821 0.6930 0.230
H 1.8703 -2.9016 -0.2498 0.8836 -0.2918 -0.0571 0.285
N -0.7930 2.3136 -5.0210 0.6878 1.1665 -1.5290 -0.331
H -1.1489 1.9109 -4.1658 -0.7961 -1.0609 0.9417 0.286
H -0.5365 3.2619 -4.7866 0.8360 0.3670 0.3224 0.377
H -1.3133 2.4462 -5.8764 -1.2253 -0.4876 0.0795 0.379
H -0.0066 1.7521 -5.3148 0.7806 -0.1196 0.3609 0.346
O 4.6249 3.2274 4.5510 -2.2798 -5.2136 -0.8144 -0.604
C 4.3247 1.9976 4.4124 4.0221 4.5799 0.7042 0.537
O 3.8863 1.3268 3.3586 -0.8077 1.2117 0.6964 -0.145
B 3.9211 -0.0748 3.7028 0.1708 -0.0946 -0.5941 1.041
O 4.5504 -0.2865 4.9959 0.1207 0.8086 -0.6748 -0.437
C 4.9924 0.9209 5.3257 2.5438 0.9917 4.3591 0.335
O 5.8282 1.1406 6.2343 -2.9745 -0.6201 -3.2210 -0.633
O 4.6739 -0.7126 2.5990 0.3907 -1.4140 -0.2673 -0.483
C 4.0649 -1.8150 2.2507 -0.6484 -0.4549 -0.7570 0.490
O 4.4328 -2.7021 1.5029 -0.4321 0.8638 0.5817 -0.685
C 2.6151 -1.7297 2.9046 1.6578 1.5310 0.8630 0.718
O 2.6101 -0.6664 3.6638 -0.4712 -0.1799 0.0488 -0.440
O 1.6626 -2.4203 2.8075 -1.6703 -2.1624 -1.4456 -0.707
O -0.1173 -0.9008 -0.4960 -0.2303 0.6214 -1.8385 -0.312
C 0.4951 0.1150 -0.7987 -0.1870 -1.7010 2.0432 0.747
O 1.4174 0.5229 0.0037 1.0002 1.4109 -0.4973 -0.319
B 1.8750 1.8879 -0.4013 2.8528 0.4517 0.9838 0.949
O 1.0297 2.2181 -1.5932 -1.5587 -1.3332 -1.6668 -0.703
C 0.2884 1.1640 -1.9193 -0.9252 -0.2998 1.2375 0.345
O -0.5944 0.9543 -2.7572 1.4067 1.4637 0.3166 -0.741
O 3.3477 1.9649 -0.7418 -1.4003 -1.0913 -0.8930 -0.576
C 3.9937 2.7524 0.1079 0.4477 0.8753 0.4407 0.591
O 5.1690 2.9469 0.1653 -0.4188 -0.1499 -0.2680 -0.576
C 2.9178 3.3442 1.0423 2.2650 0.8900 4.0208 0.614
O 1.7876 2.7897 0.7131 -2.9833 -0.3348 -0.7801 -0.365
O 3.1090 3.9433 2.0979 -0.5684 -0.7701 -3.1582 -0.585
C -3.2142 -0.8087 -0.9089 -0.4551 -0.0869 -0.6571 0.295
C -4.4759 -1.2492 -1.6706 0.8956 -0.9995 0.9086 -0.236
O -5.5541 -0.6973 -0.8868 -0.5132 -0.0686 -0.5357 -0.414
S -5.2201 -0.8709 0.6866 1.0485 -0.9086 -0.2102 1.063
O -5.3382 -2.2730 1.0914 -0.3023 2.7589 -0.6491 -0.548
O -5.7807 0.2405 1.4075 0.5399 -1.7809 -0.9090 -0.509
O -3.6503 -0.6107 0.4110 -0.0139 0.6090 1.6726 -0.209
H -2.8985 0.1150 -1.3937 0.3024 0.3263 0.6176 0.010
H -2.3727 -1.5008 -0.8780 -0.2723 -0.0534 -0.2996 -0.085
H -4.5375 -2.3372 -1.6462 -0.3050 -0.0572 -0.1690 0.344
H -4.3682 -0.9024 -2.6983 -0.9841 0.2835 0.2204 0.283
C -1.3260 2.5554 2.7250 -0.0589 0.9395 0.4411 -0.046
C -0.0909 1.7254 3.1966 -0.2247 1.5770 0.0465 0.111
O -0.4153 1.3350 4.5355 -0.5199 0.3766 1.5543 -0.353
S -1.1722 2.5849 5.3535 -1.0837 -1.1892 -1.3178 1.061
O -0.2743 3.6297 5.7438 -0.3704 -0.7175 -0.9334 -0.504
O -2.0811 2.0994 6.3853 1.4589 0.3438 -2.4566 -0.540
O -2.0113 2.9526 3.9243 0.1492 -0.0790 2.3670 -0.439
H -2.0652 2.1187 2.0534 0.0569 -0.7829 0.3605 0.204
H -1.1184 3.5223 2.2668 0.9059 -0.2210 -0.2514 0.234
H 0.7644 2.3969 3.2715 0.1410 -0.0457 -0.2762 0.189
H 0.1800 0.8878 2.5539 -0.3141 -0.2193 0.4985 0.069
C -2.1216 -3.5714 -5.8205 0.3985 0.8294 1.1982 -0.359
C -3.0854 -2.6624 -4.9715 0.0561 -0.2865 -1.5156 -0.406
O -2.4175 -2.2328 -3.7959 1.6630 -0.1750 0.7427 -0.066
S -0.7933 -2.4611 -3.9320 -0.4352 0.7663 -1.7495 0.976
O -0.1337 -2.8321 -2.7215 -1.1722 -0.6618 -0.6687 -0.602
O -0.2157 -1.3157 -4.6011 -0.9469 -1.2761 0.1044 -0.541
O -0.9960 -3.7211 -4.9532 1.4937 0.2819 1.6521 -0.386
H -1.7212 -3.0388 -6.6831 -0.5626 -0.2403 -0.2867 0.273
H -2.5083 -4.5689 -6.0292 0.0935 0.2364 -0.0736 0.274
H -3.9940 -3.1902 -4.6817 0.0762 0.2782 0.0049 0.361
H -3.2471 -1.8086 -5.6296 -0.6386 0.1730 0.4312 0.299
```
Forces are in eV/Å.

Calculated values
strongest force on any atom = 6.136 eV/Å
LUMO level = -0.08607 hartree